{
  "formula": "C24H36F6MnO18P",
  "method": "wB97M-V/def2-TZVPD",
  "e_above_lowest_kcal_mol": 5.2,
  "lumo_energy_ha": [-0.0688, -0.0688],
  "s2": 8.751,
  "multiplicity": 6,
  "max_force_ha_per_bohr": 0.017,
  "homo_ev": [-12.3862, -12.7855],
  "orbital_gap_ev": [10.5, 10.9],
  "total_charge": 1,
  "elements": ["Mn", "P", "F", "F", "F", "F", "F", "F", "C", "C", "C", "O", "C", "O", "O", "H", "H", "H", "H", "H", "H", "C", "C", "C", "O", "C", "O", "O", "H", "H", "H", "H", "H", "H", "C", "C", "C", "O", "C", "O", "O", "H", "H", "H", "H", "H", "H", "C", "C", "C", "O", "C", "O", "O", "H", "H", "H", "H", "H", "H", "C", "C", "C", "O", "C", "O", "O", "H", "H", "H", "H", "H", "H", "C", "C", "C", "O", "C", "O", "O", "H", "H", "H", "H", "H", "H"],
  "coordinates": [[-1.032, 0.405, 0.338], [-3.266, 2.506, 0.602], [-4.204, 1.716, 1.643], [-4.527, 2.926, -0.260], [-3.298, 3.811, 1.489], [-2.266, 3.197, -0.439], [-1.943, 1.933, 1.465], [-3.103, 1.084, -0.263], [4.297, 1.356, 4.204], [2.932, 0.770, 4.456], [1.890, 1.726, 5.077], [0.816, 1.739, 4.136], [1.035, 0.819, 3.187], [0.221, 0.469, 2.394], [2.310, 0.383, 3.218], [4.985, 0.561, 3.916], [4.680, 1.784, 5.132], [4.267, 2.122, 3.432], [2.991, -0.131, 5.069], [2.246, 2.747, 5.206], [1.513, 1.365, 6.032], [4.762, -2.593, -0.905], [4.160, -1.219, -1.063], [3.417, -0.978, -2.397], [2.055, -0.825, -2.021], [1.945, -0.801, -0.679], [0.917, -0.638, -0.098], [3.121, -1.019, -0.088], [3.987, -3.357, -0.855], [5.415, -2.669, -0.038], [5.383, -2.811, -1.779], [4.929, -0.467, -0.892], [3.497, -1.808, -3.095], [3.808, -0.073, -2.863], [-1.162, -1.188, -5.947], [-0.448, -0.181, -5.076], [-0.913, 1.277, -5.230], [-0.989, 1.744, -3.877], [-0.927, 0.703, -3.037], [-1.070, 0.802, -1.858], [-0.710, -0.447, -3.689], [-1.448, -0.792, -6.919], [-2.053, -1.542, -5.426], [-0.529, -2.061, -6.117], [0.631, -0.212, -5.248], [-1.910, 1.344, -5.670], [-0.214, 1.914, -5.762], [4.253, 4.270, 0.737], [2.773, 4.496, 0.538], [2.339, 4.674, -0.925], [1.309, 3.695, -1.115], [1.159, 2.973, 0.004], [0.340, 2.122, 0.138], [2.096, 3.278, 0.919], [4.499, 4.180, 1.794], [4.843, 5.109, 0.356], [4.605, 3.388, 0.200], [2.456, 5.324, 1.170], [3.154, 4.526, -1.632], [1.884, 5.644, -1.118], [-5.338, -2.594, 4.694], [-4.940, -1.365, 3.915], [-4.109, -0.346, 4.721], [-3.011, -0.040, 3.863], [-3.009, -0.868, 2.817], [-2.210, -0.825, 1.929], [-4.000, -1.765, 2.893], [-5.777, -3.340, 4.025], [-6.148, -2.390, 5.400], [-4.506, -3.059, 5.218], [-5.805, -0.897, 3.449], [-3.733, -0.767, 5.653], [-4.644, 0.576, 4.930], [-3.063, -4.467, -3.663], [-2.168, -4.464, -2.451], [-0.684, -4.126, -2.725], [-0.373, -3.110, -1.770], [-1.511, -2.639, -1.228], [-1.570, -1.684, -0.514], [-2.565, -3.385, -1.572], [-2.769, -3.704, -4.383], [-4.097, -4.271, -3.376], [-3.081, -5.442, -4.154], [-2.226, -5.382, -1.868], [-0.514, -3.724, -3.724], [-0.054, -4.995, -2.548]],
  "mulliken_spin": [4.606, 0.009, 0.001, 0.001, 0.001, 0.007, 0.055, 0.041, 0.000, 0.000, 0.000, 0.001, 0.010, 0.041, 0.001, 0.000, 0.000, 0.000, 0.000, 0.000, 0.000, 0.000, 0.000, 0.000, 0.004, -0.004, 0.038, -0.001, 0.000, 0.000, 0.000, 0.000, 0.000, 0.000, 0.000, 0.000, 0.000, -0.001, 0.000, 0.028, 0.002, 0.000, 0.000, 0.000, 0.000, 0.000, 0.000, 0.000, 0.000, 0.000, 0.000, -0.012, 0.021, -0.002, 0.000, 0.000, 0.000, 0.000, 0.000, 0.000, 0.000, 0.000, 0.000, 0.002, 0.022, 0.043, 0.002, 0.000, 0.000, 0.000, 0.000, 0.000, 0.000, 0.000, 0.000, 0.000, -0.001, 0.017, 0.062, 0.002, 0.000, 0.000, 0.000, 0.000, 0.000, 0.000]
}

=====

{
  "formula": "C24H36Ge2IrN2O",
  "method": "wB97M-V/def2-TZVPD",
  "lumo_energy_ha": [-0.3312, -0.4324],
  "s2": 6.051,
  "multiplicity": 5,
  "max_force_ha_per_bohr": 0.008,
  "homo_ev": [-17.4644, -18.2048],
  "orbital_gap_ev": [8.5, 6.4],
  "total_charge": 3,
  "elements": ["Ir", "C", "C", "O", "N", "C", "C", "C", "C", "C", "C", "N", "H", "H", "H", "H", "H", "H", "H", "H", "H", "H", "C", "C", "Ge", "C", "C", "C", "C", "Ge", "C", "C", "C", "C", "C", "C", "C", "C", "C", "C", "H", "H", "H", "H", "H", "H", "H", "H", "H", "H", "H", "H", "H", "H", "H", "H", "H", "H", "H", "H", "H", "H", "H", "H", "H", "H"],
  "coordinates": [[0.022, 0.341, 0.139], [-2.732, -2.697, -1.345], [-2.394, -1.343, -0.829], [-1.316, -1.191, -0.162], [-3.204, -0.331, -1.068], [-3.052, 1.020, -0.530], [-2.163, 1.912, -1.362], [-2.688, 2.854, -2.221], [-1.834, 3.641, -2.985], [-0.466, 3.458, -2.871], [0.001, 2.506, -1.989], [-0.825, 1.751, -1.242], [-2.399, -3.444, -0.629], [-2.185, -2.860, -2.278], [-3.797, -2.809, -1.536], [-4.035, -0.532, -1.609], [-2.662, 0.942, 0.487], [-4.047, 1.454, -0.457], [-3.761, 2.973, -2.296], [-2.236, 4.384, -3.661], [0.233, 4.043, -3.453], [1.063, 2.331, -1.869], [-1.703, 0.618, 4.749], [-1.591, 0.262, 3.261], [-0.224, 1.355, 2.381], [-0.648, 3.232, 2.041], [-0.572, 4.068, 3.325], [1.447, 1.235, 3.402], [2.581, 0.644, 2.910], [2.349, -0.085, 1.083], [2.335, -2.035, 0.952], [3.648, -2.718, 1.364], [3.214, 0.930, -0.361], [4.750, 0.860, -0.317], [3.785, 0.532, 3.687], [4.902, -0.212, 3.189], [6.046, -0.342, 3.915], [6.135, 0.270, 5.187], [5.056, 1.003, 5.717], [3.909, 1.132, 4.993], [-2.468, -0.007, 5.210], [-1.994, 1.654, 4.911], [-0.773, 0.432, 5.287], [-2.533, 0.427, 2.736], [-1.321, -0.786, 3.125], [-1.647, 3.255, 1.601], [0.048, 3.610, 1.290], [-1.283, 3.738, 4.081], [-0.804, 5.108, 3.096], [0.427, 4.054, 3.764], [1.429, 1.634, 4.412], [2.093, -2.255, -0.090], [1.507, -2.396, 1.565], [4.499, -2.377, 0.773], [3.556, -3.791, 1.201], [3.868, -2.574, 2.422], [2.880, 1.967, -0.304], [2.845, 0.501, -1.296], [5.154, 1.360, 0.562], [5.154, 1.371, -1.191], [5.120, -0.166, -0.347], [4.832, -0.692, 2.222], [6.884, -0.909, 3.534], [7.045, 0.167, 5.764], [5.144, 1.457, 6.694], [3.092, 1.697, 5.413]],
  "mulliken_spin": [2.267, 0.012, 0.016, 0.093, 0.020, -0.004, 0.003, 0.010, 0.006, -0.005, 0.015, 0.114, 0.001, 0.001, 0.001, -0.001, 0.004, -0.001, 0.002, 0.000, 0.000, -0.015, 0.010, 0.026, 0.138, 0.017, 0.013, 0.028, 0.152, 0.220, 0.007, 0.020, 0.015, 0.031, 0.246, 0.047, 0.058, 0.218, 0.027, 0.100, 0.003, 0.000, -0.003, 0.005, 0.007, 0.001, 0.009, -0.001, 0.003, -0.003, 0.019, -0.009, 0.023, -0.002, 0.004, 0.000, 0.026, -0.006, -0.002, 0.006, -0.004, 0.003, 0.002, -0.001, 0.007, 0.001]
}

=====

{
  "formula": "C24H36LiO18",
  "method": "wB97M-V/def2-TZVPD",
  "e_above_lowest_kcal_mol": 36.5,
  "lumo_energy_ha": -0.0480,
  "multiplicity": 1,
  "max_force_ha_per_bohr": 0.239,
  "homo_ev": -12.2502,
  "orbital_gap_ev": 10.9,
  "total_charge": 1,
  "elements": ["Li", "C", "C", "C", "O", "C", "O", "O", "H", "H", "H", "H", "H", "H", "C", "C", "C", "O", "C", "O", "O", "H", "H", "H", "H", "H", "H", "C", "C", "C", "O", "C", "O", "O", "H", "H", "H", "H", "H", "H", "C", "C", "C", "O", "C", "O", "O", "H", "H", "H", "H", "H", "H", "C", "C", "C", "O", "C", "O", "O", "H", "H", "H", "H", "H", "H", "C", "C", "C", "O", "C", "O", "O", "H", "H", "H", "H", "H", "H"],
  "coordinates": [[-0.570, -0.460, -0.181], [-4.505, -4.513, -2.695], [-4.429, -4.079, -1.258], [-3.554, -4.890, -0.359], [-2.507, -3.942, 0.093], [-2.668, -2.826, -0.362], [-2.020, -1.763, -0.085], [-3.810, -2.794, -1.157], [-4.802, -5.431, -2.841], [-3.574, -4.404, -3.289], [-5.064, -3.943, -3.284], [-5.377, -3.909, -0.767], [-3.274, -5.860, -0.907], [-4.044, -5.241, 0.607], [4.710, -1.323, 3.687], [3.312, -1.620, 3.669], [2.390, -1.025, 4.754], [1.135, -1.064, 4.100], [1.276, -0.890, 2.733], [0.482, -0.510, 1.932], [2.655, -1.079, 2.538], [5.050, -1.525, 2.734], [5.085, -1.783, 4.614], [4.956, -0.266, 3.896], [3.059, -2.794, 3.714], [2.735, 0.059, 4.968], [2.542, -1.473, 5.555], [-4.289, 4.732, 1.876], [-4.117, 3.244, 2.191], [-5.013, 2.482, 1.174], [-4.030, 1.306, 0.876], [-2.797, 1.616, 1.269], [-1.766, 0.911, 1.004], [-2.786, 2.816, 2.041], [-5.311, 5.040, 1.970], [-4.048, 5.004, 0.877], [-3.662, 5.419, 2.420], [-4.551, 2.932, 3.182], [-5.010, 3.049, 0.316], [-5.961, 2.373, 1.273], [5.240, 2.083, -1.100], [4.211, 1.822, -0.002], [3.425, 3.105, 0.412], [2.086, 2.623, 0.365], [1.966, 1.410, -0.196], [0.875, 0.892, -0.410], [3.118, 1.043, -0.505], [5.720, 1.215, -1.195], [5.961, 2.851, -0.936], [4.861, 2.415, -2.060], [4.808, 1.371, 0.817], [3.673, 4.021, -0.121], [3.758, 3.441, 1.480], [5.075, -1.709, 0.013], [4.212, -2.845, -0.694], [3.598, -3.695, 0.508], [2.202, -3.214, 0.448], [2.012, -2.396, -0.572], [0.916, -1.957, -0.896], [3.086, -2.252, -1.295], [5.512, -1.068, -0.723], [5.785, -2.155, 0.497], [4.415, -1.007, 0.662], [4.803, -3.552, -1.396], [4.109, -3.590, 1.519], [3.522, -4.868, 0.227], [-2.500, 4.284, -3.713], [-3.119, 2.911, -3.463], [-2.991, 1.957, -4.547], [-2.484, 0.753, -3.862], [-2.079, 1.016, -2.694], [-1.442, 0.358, -1.916], [-2.353, 2.377, -2.339], [-1.307, 4.197, -4.046], [-2.520, 5.028, -2.975], [-3.255, 4.563, -4.709], [-4.128, 3.001, -3.358], [-2.540, 2.332, -5.231], [-4.065, 1.690, -4.890]],
  "mulliken_charge": [1.827, -1.836, 0.552, -0.445, -0.286, 0.254, -0.521, -0.337, 0.544, 0.361, 0.522, 0.288, 0.279, 0.279, -1.470, 0.616, -1.084, -0.338, 0.022, -0.238, 0.063, 0.240, 0.418, 0.352, 0.291, 0.292, 0.700, -1.500, 0.557, -0.941, -0.293, 0.258, -0.137, -0.305, 0.416, 0.380, 0.349, 0.219, 0.329, 0.705, -1.775, 0.797, -0.440, -0.332, 0.226, -0.080, -0.209, 0.393, 0.447, 0.399, 0.120, 0.311, 0.273, -1.083, 0.265, -0.400, -0.232, 0.565, -0.618, -0.277, 0.331, 0.757, -0.179, 0.344, 0.147, 0.307, -1.109, 0.393, -0.778, -0.332, 0.262, -0.535, -0.328, 0.207, 0.372, 0.290, 0.291, 0.494, 0.337]
}

=====

{
  "formula": "C24H36MnN2Si",
  "method": "wB97M-V/def2-TZVPD",
  "e_above_lowest_kcal_mol": 0.0,
  "lumo_energy_ha": [-0.1242, -0.1072],
  "s2": 6.093,
  "multiplicity": 5,
  "max_force_ha_per_bohr": 0.060,
  "homo_ev": [-11.1154, -11.1479],
  "orbital_gap_ev": [7.7, 8.2],
  "total_charge": 1,
  "elements": ["C", "C", "C", "H", "C", "C", "H", "H", "H", "H", "Mn", "C", "H", "H", "H", "Si", "C", "C", "H", "C", "H", "C", "H", "C", "H", "C", "H", "C", "C", "H", "C", "H", "C", "H", "C", "H", "C", "H", "H", "H", "C", "N", "C", "C", "C", "N", "C", "C", "H", "H", "H", "H", "H", "H", "H", "H", "H", "H", "H", "H", "H", "H", "H", "H"],
  "coordinates": [[1.182, 2.114, 1.622], [0.074, 2.356, 0.753], [-1.121, 2.354, 1.556], [0.146, 2.605, -0.300], [-0.754, 2.083, 2.922], [0.691, 1.937, 2.956], [1.297, 1.866, 3.873], [2.236, 2.160, 1.341], [-2.131, 2.592, 1.214], [-1.404, 2.143, 3.795], [-0.170, 0.423, 1.635], [-1.163, -0.244, 0.165], [-2.007, 0.453, 0.088], [-0.616, -0.234, -0.799], [-1.593, -1.259, 0.323], [-0.171, 0.515, -3.391], [1.210, -0.787, -2.861], [2.494, -0.213, -2.739], [2.580, 0.880, -2.769], [3.631, -1.015, -2.612], [4.629, -0.561, -2.557], [3.500, -2.413, -2.553], [4.391, -3.045, -2.429], [2.223, -2.987, -2.651], [2.123, -4.079, -2.613], [1.081, -2.185, -2.807], [0.099, -2.655, -2.888], [-1.810, 1.318, -3.935], [-1.685, 2.178, -5.052], [-0.777, 2.141, -5.660], [-2.697, 3.102, -5.325], [-2.583, 3.783, -6.169], [-3.847, 3.164, -4.520], [-4.620, 3.912, -4.725], [-3.987, 2.262, -3.454], [-4.887, 2.291, -2.836], [-2.972, 1.337, -3.159], [-3.049, 0.655, -2.312], [0.406, 1.759, -2.854], [0.267, 0.442, -4.677], [2.848, -0.534, 2.014], [1.517, -1.130, 1.791], [1.573, -1.858, 0.513], [1.172, -2.072, 2.904], [-0.332, -2.181, 3.064], [-0.898, -0.831, 3.371], [-2.374, -0.870, 3.353], [-0.492, -0.452, 4.745], [3.606, -1.333, 2.047], [2.870, 0.036, 2.950], [3.081, 0.146, 1.186], [2.351, -2.638, 0.568], [0.613, -2.331, 0.284], [1.822, -1.159, -0.291], [1.556, -3.079, 2.663], [1.660, -1.723, 3.826], [-0.800, -2.571, 2.144], [-0.550, -2.850, 3.918], [-2.728, -1.526, 4.166], [-2.765, 0.144, 3.507], [-2.738, -1.241, 2.389], [-0.791, -1.267, 5.426], [0.586, -0.296, 4.818], [-1.001, 0.467, 5.046]],
  "mulliken_spin": [0.090, -0.042, -0.051, 0.003, 0.131, -0.138, -0.001, 0.013, 0.005, 0.006, 4.077, -0.260, 0.048, 0.011, -0.017, 0.000, 0.001, 0.001, 0.000, 0.000, 0.000, 0.001, 0.000, -0.001, 0.000, 0.000, 0.000, 0.001, 0.000, 0.000, 0.000, 0.000, 0.000, 0.000, -0.001, 0.000, -0.001, 0.000, 0.000, 0.000, 0.013, 0.004, -0.006, 0.024, 0.018, -0.024, 0.030, 0.018, 0.004, -0.003, -0.003, 0.004, -0.005, 0.045, 0.001, 0.000, -0.009, 0.004, 0.003, 0.004, -0.002, 0.004, -0.006, 0.002]
}

=====

Which formula does entry 3 have? C24H36LiO18